Computed, not measured: one molecule with the formula C6H10, with ωB97M-V/def2-TZVPD.

Each line ends with the Mulliken charge.
Positions of all 16 atoms, in Å:
C  -0.26  1.88  0.48  -1.215
C  -0.65  0.52  0.87  -0.467
C  1.85  -0.94  0.44  -0.814
C  1.22  -1.37  -0.74  -0.005
C  -0.09  -1.17  -1.00  -0.279
C  -1.04  -0.39  -0.25  -0.473
H  -1.04  2.31  -0.11  0.343
H  0.62  1.85  -0.12  0.294
H  -0.03  2.54  1.31  0.346
H  -1.47  0.57  1.55  0.336
H  2.87  -1.32  0.38  0.199
H  0.18  0.10  1.43  0.390
H  1.75  -1.97  -1.49  0.331
H  -0.53  -1.66  -1.87  0.326
H  -1.62  0.13  -1.00  0.332
H  -1.76  -1.11  0.11  0.355

Results
**Net charge**: 0
**Multiplicity**: 1
**Molar mass**: 82.146 g mol⁻¹
**Energy above the lowest of the compared OMol25 structures with the same formula, charge and spin**: 99.8 kcal per mole
**HOMO energy (spin up / spin down)**: -7.9 / -7.9 eV
**E_tot**: -234.44352 hartree